{"formula": "C49H130N6O15", "method": "ωB97M-V with the def2-TZVPD basis set", "lumo_energy_ha": 0.0031, "max_force_ha_per_bohr": 0.056, "energy_ha": -3401.72599, "spin_multiplicity": 1, "e_above_lowest_kcal_mol": 41.7, "homo_lumo_gap_ev": 9.027, "e_homo_ev": -8.94, "total_charge": 0, "elements": ["C", "O", "C", "C", "N", "C", "C", "O", "C", "H", "H", "H", "H", "H", "H", "H", "H", "H", "H", "H", "H", "H", "H", "H", "C", "O", "C", "C", "N", "C", "C", "O", "C", "H", "H", "H", "H", "H", "H", "H", "H", "H", "H", "H", "H", "H", "H", "H", "C", "C", "C", "O", "C", "N", "H", "H", "H", "H", "H", "H", "H", "H", "H", "H", "H", "C", "C", "C", "O", "C", "N", "H", "H", "H", "H", "H", "H", "H", "H", "H", "H", "H", "C", "C", "C", "O", "C", "N", "H", "H", "H", "H", "H", "H", "H", "H", "H", "H", "H", "C", "C", "C", "O", "C", "N", "H", "H", "H", "H", "H", "H", "H", "H", "H", "H", "H", "C", "C", "C", "O", "H", "H", "H", "H", "H", "H", "H", "H", "C", "C", "C", "O", "H", "H", "H", "H", "H", "H", "H", "H", "C", "C", "C", "O", "H", "H", "H", "H", "H", "H", "H", "H", "C", "C", "C", "O", "H", "H", "H", "H", "H", "H", "H", "H", "C", "C", "C", "O", "H", "H", "H", "H", "H", "H", "H", "H", "C", "C", "C", "O", "H", "H", "H", "H", "H", "H", "H", "H", "C", "C", "C", "O", "H", "H", "H", "H", "H", "H", "H", "H"], "positions_angstrom": [[-6.403, 0.287, -6.155], [-6.443, -0.061, -4.766], [-7.147, -1.312, -4.540], [-7.822, -1.345, -3.167], [-9.003, -0.472, -3.231], [-9.777, -0.272, -2.010], [-10.943, 0.678, -2.290], [-10.439, 1.976, -2.739], [-11.374, 2.905, -3.221], [-7.387, 0.426, -6.602], [-5.861, -0.476, -6.714], [-5.818, 1.199, -6.273], [-6.454, -2.146, -4.658], [-7.834, -1.532, -5.358], [-7.058, -1.120, -2.423], [-8.093, -2.379, -2.956], [-8.729, 0.474, -3.452], [-9.165, 0.057, -1.170], [-10.137, -1.237, -1.655], [-11.561, 0.866, -1.411], [-11.529, 0.190, -3.069], [-11.972, 2.489, -4.032], [-10.888, 3.754, -3.702], [-12.049, 3.214, -2.423], [-3.558, -0.349, 1.989], [-2.609, -0.285, 0.931], [-2.727, 0.862, 0.111], [-1.677, 0.788, -0.922], [-0.390, 1.131, -0.324], [0.711, 0.578, -1.125], [1.954, 0.534, -0.324], [1.851, -0.306, 0.865], [2.998, -0.242, 1.626], [-3.502, -1.240, 2.613], [-4.560, -0.295, 1.564], [-3.497, 0.563, 2.583], [-2.624, 1.800, 0.656], [-3.646, 0.971, -0.464], [-1.917, 1.584, -1.627], [-1.650, -0.154, -1.469], [-0.355, 0.660, 0.569], [0.867, 1.195, -2.011], [0.471, -0.401, -1.539], [2.219, 1.548, -0.022], [2.807, 0.156, -0.888], [2.866, -0.860, 2.514], [3.311, 0.732, 2.004], [3.842, -0.755, 1.164], [-4.726, -7.364, -1.484], [-4.224, -5.960, -1.100], [-5.051, -5.336, 0.114], [-6.404, -5.510, -0.147], [-7.314, -4.829, 0.688], [-2.797, -5.932, -0.902], [-4.235, -7.736, -2.384], [-5.802, -7.367, -1.658], [-4.632, -8.024, -0.622], [-4.486, -5.328, -1.949], [-4.758, -4.303, 0.303], [-4.764, -5.755, 1.079], [-8.317, -5.227, 0.529], [-7.243, -3.759, 0.490], [-7.033, -5.006, 1.726], [-2.479, -5.087, -0.448], [-2.463, -6.654, -0.279], [0.610, -4.644, -6.814], [-0.342, -4.260, -5.711], [-0.997, -2.879, -5.931], [-0.022, -1.814, -6.048], [-0.612, -0.547, -6.236], [-1.334, -5.307, -5.635], [1.003, -5.638, -6.602], [1.460, -3.961, -6.808], [0.144, -4.683, -7.799], [0.312, -4.199, -4.841], [-1.581, -2.680, -5.032], [-1.635, -2.841, -6.814], [-1.025, -0.355, -7.226], [0.084, 0.283, -6.115], [-1.393, -0.321, -5.511], [-0.953, -6.242, -5.653], [-1.636, -5.314, -4.671], [0.712, -4.711, 2.855], [-0.432, -3.691, 3.026], [-0.280, -2.670, 4.177], [-0.571, -3.182, 5.494], [-1.909, -3.345, 5.910], [-0.514, -3.055, 1.726], [1.607, -4.123, 2.650], [0.546, -5.440, 2.062], [1.017, -5.175, 3.793], [-1.298, -4.318, 3.236], [-0.803, -1.729, 4.000], [0.763, -2.358, 4.226], [-2.033, -3.923, 6.826], [-2.550, -3.891, 5.219], [-2.321, -2.346, 6.057], [0.286, -2.472, 1.522], [-1.331, -2.469, 1.629], [2.800, 3.639, 8.124], [2.507, 2.166, 7.804], [1.993, 1.883, 6.403], [0.914, 2.798, 6.155], [0.413, 2.754, 4.855], [3.763, 1.425, 8.009], [2.972, 3.875, 9.174], [1.958, 4.235, 7.772], [3.654, 3.962, 7.528], [1.769, 1.830, 8.533], [1.753, 0.822, 6.342], [2.798, 2.041, 5.686], [0.035, 3.751, 4.629], [-0.359, 1.986, 4.793], [1.220, 2.497, 4.170], [4.198, 1.544, 7.105], [4.412, 1.874, 8.639], [-9.818, 4.406, 1.991], [-8.513, 3.757, 2.549], [-7.313, 4.751, 2.590], [-8.750, 3.346, 3.854], [-10.319, 5.017, 2.742], [-10.552, 3.633, 1.760], [-9.666, 5.153, 1.212], [-8.082, 2.915, 2.008], [-7.306, 5.650, 3.206], [-7.077, 5.065, 1.573], [-6.398, 4.285, 2.953], [-9.064, 4.148, 4.278], [10.018, 0.972, 5.863], [8.765, 0.415, 5.172], [8.242, -0.780, 5.912], [7.717, 1.367, 5.091], [9.910, 1.331, 6.886], [10.319, 1.861, 5.308], [10.918, 0.366, 5.757], [9.036, 0.061, 4.177], [7.803, -0.471, 6.860], [9.061, -1.467, 6.127], [7.485, -1.247, 5.283], [7.945, 1.929, 4.347], [0.334, 7.746, -0.757], [-0.369, 6.407, -0.437], [-1.889, 6.449, -0.243], [-0.113, 5.468, -1.430], [0.287, 8.420, 0.099], [0.005, 8.296, -1.639], [1.411, 7.620, -0.866], [0.150, 5.990, 0.426], [-2.067, 6.918, 0.725], [-2.323, 5.450, -0.195], [-2.364, 6.938, -1.094], [-0.210, 4.587, -1.060], [7.039, 6.109, 0.369], [6.942, 4.597, 0.740], [7.028, 3.720, -0.549], [7.943, 4.218, 1.620], [6.161, 6.389, -0.213], [7.870, 6.340, -0.297], [6.972, 6.730, 1.262], [5.963, 4.460, 1.199], [6.288, 3.887, -1.331], [6.988, 2.671, -0.256], [7.964, 3.893, -1.081], [8.820, 4.427, 1.289], [9.509, -3.546, 1.444], [10.682, -2.640, 1.057], [10.290, -1.438, 0.181], [11.447, -2.301, 2.197], [8.701, -3.009, 1.940], [9.710, -4.417, 2.067], [9.022, -3.898, 0.535], [11.336, -3.288, 0.474], [9.705, -0.679, 0.700], [9.630, -1.711, -0.643], [11.116, -0.914, -0.299], [11.798, -3.091, 2.614], [3.143, 4.684, -7.211], [3.167, 5.336, -5.816], [4.320, 6.257, -5.569], [1.923, 5.991, -5.670], [3.199, 5.422, -8.012], [2.276, 4.037, -7.351], [4.058, 4.122, -7.397], [3.178, 4.535, -5.078], [5.209, 5.777, -5.980], [4.445, 6.382, -4.493], [4.171, 7.175, -6.136], [1.611, 5.904, -4.766], [3.666, -4.687, -2.059], [3.840, -6.129, -1.545], [2.749, -6.988, -2.141], [5.088, -6.611, -2.090], [4.412, -4.113, -1.510], [2.668, -4.281, -1.890], [3.893, -4.765, -3.123], [3.853, -6.131, -0.455], [1.786, -6.601, -1.806], [2.891, -8.044, -1.914], [2.710, -6.978, -3.231], [5.255, -7.538, -1.905]]}